Entry 1:
{
  "formula": "C3H3LaLiO3",
  "method": "ωB97M-V/def2-TZVPD",
  "species": ["O", "C", "C", "O", "O", "C", "Li", "H", "H", "H", "La"],
  "xyz": [[1.24862, 0.56830, 1.71780], [0.38564, 0.05558, 1.00682], [1.23118, -1.34822, 3.38194], [-0.45237, 0.58699, 0.27821], [0.10235, -1.31180, 1.29313], [0.21830, -1.80316, 2.49204], [2.16307, 2.24124, 1.64459], [0.93926, -1.17886, 4.41949], [2.28375, -1.37049, 3.09648], [-0.69110, -2.28826, 2.85313], [-1.27834, 1.54733, -2.14022]],
  "total_charge": 4,
  "e_homo_ev": [-23.89, -26.13],
  "multiplicity": 2,
  "lumo_energy_ev": [-19.40, -19.40],
  "s_squared": 0.75,
  "relative_energy_ev": 0.2026
}

Entry 2:
{
  "formula": "C5H8Cl4Ni2O7P",
  "method": "ωB97M-V/def2-TZVPD",
  "species": ["Ni", "Ni", "P", "O", "O", "O", "O", "C", "O", "O", "O", "Cl", "C", "C", "Cl", "H", "H", "H", "H", "Cl", "C", "C", "Cl", "H", "H", "H", "H"],
  "xyz": [[-16.87015, -22.00374, 4.03999], [-15.93416, -21.12783, 6.73731], [-17.52431, -19.71478, 4.96939], [-17.46754, -20.25644, 3.50288], [-16.20693, -19.49658, 5.73732], [-17.67071, -21.07941, 5.65711], [-18.82382, -19.15110, 5.59566], [-15.22387, -23.22630, 5.25824], [-15.79553, -23.63861, 4.26190], [-15.00585, -22.01585, 5.15101], [-15.96499, -23.05713, 6.17410], [-19.81282, -24.05342, 0.13263], [-20.09973, -25.11545, 1.49673], [-18.94948, -25.03300, 2.44854], [-18.85564, -23.35694, 3.06122], [-20.42888, -26.12653, 1.25699], [-20.91002, -24.60051, 2.01284], [-17.97837, -25.38156, 2.09704], [-19.17639, -25.64241, 3.32332], [-15.80822, -21.62966, 1.70875], [-16.50763, -20.43073, 0.63844], [-16.21492, -20.58115, -0.84580], [-14.50323, -20.18780, -0.99086], [-16.22128, -19.43059, 0.96374], [-17.59628, -20.44560, 0.69055], [-16.88025, -19.89562, -1.37065], [-16.46113, -21.59397, -1.16467]],
  "total_charge": -1,
  "e_homo_ev": [-4.38, -4.41],
  "multiplicity": 5,
  "lumo_energy_ev": [2.43, 2.43],
  "s_squared": 6.02,
  "relative_energy_ev": 3.7649
}

Entry 3:
{
  "formula": "C3H11NO2",
  "method": "ωB97M-V/def2-TZVPD",
  "species": ["C", "C", "C", "N", "H", "H", "H", "H", "H", "H", "H", "O", "H", "H", "O", "H", "H"],
  "xyz": [[-1.27178, 0.67331, 3.46624], [-0.68481, 0.77505, 2.24192], [-1.36131, 1.07934, 0.97077], [0.69202, 0.34971, 2.15883], [-0.76274, 0.18958, 4.25935], [-2.28861, 0.90846, 3.57888], [-2.36904, 0.69269, 0.79443], [-0.78895, 0.72556, 0.05709], [-1.44547, 2.22637, 0.88678], [1.20435, 0.75103, 1.41767], [1.31632, 0.27319, 2.97446], [-2.15805, -1.64754, -6.62973], [-1.22163, -1.38609, -6.43364], [-2.48659, -2.21653, -5.95164], [4.23130, -0.71159, -0.36317], [4.05920, 0.15632, -0.16916], [3.26044, -1.06173, -0.65631]],
  "e_homo_ev": -8.15,
  "lumo_energy_ev": 0.44,
  "relative_energy_ev": 1.4708
}

Entry 4:
{
  "formula": "C6H18NO2S",
  "method": "ωB97M-V/def2-TZVPD",
  "species": ["C", "C", "S", "C", "N", "C", "C", "C", "H", "H", "H", "H", "H", "H", "H", "H", "H", "H", "H", "H", "H", "H", "H", "H", "O", "H", "H", "O"],
  "xyz": [[-0.88996, -0.60629, 1.13883], [-2.39909, -0.81828, 0.74623], [-2.32795, -1.69593, -0.90647], [-0.08126, 0.26059, 0.26190], [1.27135, 0.03901, -0.14727], [2.34735, 0.24311, 0.88320], [1.74487, -0.19687, 2.33751], [1.42267, -1.14164, -1.05283], [-1.02408, -0.35751, 2.13552], [-0.50022, -1.59114, 1.25927], [-2.85975, 0.24159, 0.86591], [-2.89018, -1.47210, 1.43343], [-0.60385, 0.24639, -0.73529], [-0.26780, 1.23936, 0.54501], [2.66232, 1.34370, 1.01520], [3.34670, -0.15719, 0.69111], [0.75219, 0.19729, 2.53852], [1.69705, -1.29120, 2.52576], [2.38851, 0.07615, 3.16325], [1.17044, -2.07264, -0.57644], [0.87222, -0.71317, -1.88045], [2.53852, -1.20077, -1.44139], [-3.05872, 0.55256, -2.54770], [-2.53448, 1.37248, -1.38570], [-3.06154, 1.53634, -2.25442], [-0.68068, 2.20727, -3.14831], [0.66727, 1.56688, -2.35325], [0.29810, 2.19200, -3.11111]],
  "e_homo_ev": [-8.76, -8.75],
  "multiplicity": 2,
  "lumo_energy_ev": [0.58, -2.40],
  "s_squared": 0.75
}

Entry 5:
{
  "formula": "C6H8NS",
  "method": "ωB97M-V/def2-TZVPD",
  "species": ["C", "C", "C", "C", "C", "C", "N", "S", "H", "H", "H", "H", "H", "H", "H", "H"],
  "xyz": [[1.55963, -0.78995, 2.21363], [1.55690, -0.17995, 0.96885], [0.31768, -0.68662, 2.85506], [0.24758, 0.13596, 0.57855], [-1.61328, 0.58399, -1.18342], [-0.23615, 0.49908, -0.70958], [-0.78543, -0.50506, -1.69293], [-0.88656, -0.16090, 1.85664], [2.48973, -0.94609, 2.72553], [2.43907, -0.18912, 0.36707], [-0.00477, -0.93623, 3.86626], [-2.32015, 0.30116, -0.47909], [-2.10518, 1.35990, -1.89216], [0.72338, 1.27189, -1.33643], [-0.94744, -1.43701, -1.28860], [-0.40308, -0.70724, -2.59398]],
  "total_charge": 1,
  "e_homo_ev": -12.86,
  "lumo_energy_ev": -3.48,
  "relative_energy_ev": 1.3210
}

Entry 6:
{
  "formula": "C2H6N5",
  "method": "ωB97M-V/def2-TZVPD",
  "species": ["C", "N", "N", "N", "N", "C", "N", "H", "H", "H", "H", "H", "H"],
  "xyz": [[2.38547, -0.26702, 0.17902], [1.07668, 0.21466, -0.15046], [0.68240, 1.41156, -0.29189], [-0.63386, 1.43854, -0.40711], [-0.99758, 0.21700, -0.12511], [-2.39569, -0.15507, 0.03879], [-0.02558, -0.59168, 0.09017], [2.36317, -0.66831, 1.16961], [2.44075, -1.10722, -0.69921], [3.16844, 0.45164, -0.10188], [-2.95477, 0.71322, 0.25169], [-2.66257, -0.73280, -0.76939], [-2.44686, -0.92452, 0.81578]],
  "total_charge": 1,
  "e_homo_ev": -17.25,
  "lumo_energy_ev": -5.24,
  "relative_energy_ev": 3.6952
}

| no. | calculated total energy (a.u.) |
| --- | --- |
| 1 | -379.07542 |
| 2 | -5920.67507 |
| 3 | -326.07742 |
| 4 | -842.67538 |
| 5 | -686.02256 |
| 6 | -353.20953 |